Molecular formula: C30H23N9O10Sr
Method: DFT, the ωB97M-V functional and the def2-TZVPD basis

```
73
Properties=species:S:1:pos:R:3:lowdin_charge:R:1
Sr 1.2718 -0.2950 -0.3921 1.756
O -0.9628 -3.3320 0.5171 0.072
C -0.1720 -2.2803 0.1837 -0.404
O -0.2691 -1.2221 0.8282 -0.235
C 0.7303 -2.7126 -1.0268 -0.241
C 0.8892 -3.8405 -1.7748 -0.021
C 1.8667 -3.7838 -2.8191 -0.067
C 2.6508 -2.6121 -3.0842 -0.053
C 2.4417 -1.5127 -2.2957 -0.189
N 1.5102 -1.7254 -1.3812 -0.522
C 3.1409 -0.0556 -2.3223 -0.353
O 4.0291 0.0684 -3.2346 0.011
O 2.8148 0.9031 -1.4770 -0.233
H -1.4700 -2.9544 1.2660 0.127
H 0.3077 -4.7321 -1.5896 0.098
H 2.0261 -4.6622 -3.4407 0.074
H 3.3879 -2.5824 -3.8784 0.094
O 2.3194 -0.2733 1.8192 -0.092
C 3.1510 -0.8269 2.5253 -0.154
C 3.9708 -1.9869 2.0918 -0.099
C 4.8852 -2.5155 3.0152 0.041
C 5.6696 -3.6051 2.6377 -0.186
C 5.5473 -4.1590 1.3655 -0.010
C 4.6255 -3.6067 0.4702 0.024
C 3.8036 -2.5067 0.7893 -0.326
O 2.9733 -2.0252 -0.0463 -0.082
N 6.6299 -4.1710 3.5876 -0.355
O 7.3135 -5.1402 3.2226 0.007
O 6.7102 -3.6502 4.7117 0.007
H 3.3320 -0.4722 3.5527 0.122
H 4.9718 -2.0757 4.0034 0.116
H 6.1446 -5.0070 1.0446 0.108
H 4.5322 -4.0430 -0.5254 0.115
O -1.0106 -0.1327 2.5700 0.015
C -1.6400 0.3240 1.6294 -0.618
N -2.9037 0.7786 1.7347 0.145
C -3.3490 1.2445 0.4335 -0.285
C -2.0983 0.9671 -0.3758 -0.459
O -1.9440 1.2006 -1.5649 0.032
N -1.1370 0.4252 0.3911 0.058
C -4.5813 0.4428 0.0090 -0.109
C -5.7655 0.5715 0.7635 -0.032
C -6.9166 -0.1407 0.4166 -0.101
C -6.9056 -0.9940 -0.6870 -0.118
C -5.7431 -1.1371 -1.4453 -0.087
C -4.5876 -0.4275 -1.1043 0.002
C -3.6587 2.7422 0.4184 -0.113
C -4.0539 3.3534 -0.7894 -0.010
C -4.3468 4.7190 -0.8368 -0.087
C -4.2506 5.4961 0.3181 -0.117
C -3.8616 4.9089 1.5230 -0.099
C -3.5673 3.5430 1.5779 -0.021
H -3.4569 0.7834 2.6052 0.159
H -5.7970 1.2282 1.6241 0.108
H -7.8182 -0.0305 1.0050 0.088
H -7.7978 -1.5454 -0.9543 0.086
H -5.7361 -1.8011 -2.3003 0.094
H -3.7104 -0.5715 -1.7171 0.111
H -4.1380 2.7692 -1.6972 0.116
H -4.6495 5.1747 -1.7708 0.092
H -4.4778 6.5536 0.2795 0.085
H -3.7878 5.5135 2.4177 0.089
H -3.2689 3.1264 2.5294 0.102
N 2.8299 4.6469 -3.3051 0.070
N 2.8175 3.7204 -2.2702 -0.329
N 3.5276 3.9127 -1.1487 0.089
C 3.1552 2.8414 -0.4446 -0.239
N 2.2395 2.0610 -1.0745 -0.276
N 2.0147 2.6426 -2.2448 0.057
H 3.1570 5.5287 -2.9254 0.061
H 1.8757 4.7989 -3.6120 0.057
H 3.5491 2.6329 0.5400 0.085
H 1.0203 1.5257 1.1386 0.152
```

Results
- Net charge: -2
- LUMO level (alpha / beta): 0.1495 / 0.1495 hartree
- Highest occupied orbital energy (alpha / beta): -0.4432 / 0.1620 eV

Molecular formula: C5H11O2
Method: DFT, the ωB97M-V functional and the def2-TZVPD basis

```
18
Properties=species:S:1:pos:R:3:nbo_charge:R:1
C 0.9923 0.6567 -2.1528 -0.393
C 1.8658 0.2710 -0.9730 -0.603
C -0.4966 0.4846 -1.9143 -0.615
H 1.2155 1.6703 -2.4867 0.182
H 1.2896 0.0515 -3.0161 0.181
H 1.7049 0.9006 -0.0916 0.207
H -0.7782 -0.5512 -1.7448 0.221
H -0.8416 1.0214 -1.0367 0.223
H 2.9227 0.3416 -1.2484 0.189
H 1.7253 -0.7629 -0.6479 0.214
H -1.1511 0.7898 -2.7241 0.194
C -0.7924 -0.3341 2.9083 -0.732
C -1.7675 -1.2127 2.1034 0.753
O -1.6542 -2.4441 2.2890 -0.792
O -2.5883 -0.6094 1.3744 -0.798
H -1.2766 0.1002 3.7911 0.194
H -0.4528 0.5250 2.3364 0.187
H 0.0832 -0.8983 3.2336 0.191
```

Results
- Net charge: -1
- LUMO level: 0.1312 hartree
- Energy above the lowest of the compared OMol25 structures with the same formula, charge and spin: 0.2035 eV
- Highest occupied orbital energy: -3.7539 eV

Molecular formula: C18H25N3O4S
Method: DFT, the ωB97M-V functional and the def2-TZVPD basis

```
51
Properties=species:S:1:pos:R:3:nbo_charge:R:1
C -4.8258 -3.6251 -0.4900 -0.246
H -5.6651 -3.1017 -0.7447 0.188
O -3.6408 -2.8970 -1.2431 -0.461
C -3.4253 -1.7460 -0.8844 0.366
C -2.3936 -1.3110 -1.6996 -0.229
C -2.0742 0.0653 -1.2002 -0.161
C -2.7387 0.7555 -0.0856 -0.050
C -3.7600 0.3299 0.3039 0.372
C -4.1992 -0.9562 0.0275 -0.451
H -4.9402 -1.4604 0.6407 0.234
O -4.3889 1.3106 1.3802 -0.533
C -5.5794 0.7381 1.9282 -0.147
H -5.7632 1.2730 2.5715 0.154
H -6.2630 0.5002 1.3669 0.153
H -5.2631 -0.2584 2.5086 0.118
N -2.3746 2.1652 0.1979 -0.544
C -1.1382 2.7330 -0.1764 0.372
N -0.0210 2.1864 -0.2050 -0.439
C 1.3025 3.0573 -0.7959 -0.124
C 2.1051 2.0167 -1.3170 -0.220
N 2.4220 0.8732 -0.6322 -0.429
C 3.6177 0.8375 0.0540 0.648
O 4.6245 1.5914 -0.4229 -0.644
C 3.9418 -0.3426 1.0829 0.064
C 5.5063 -0.4346 0.8401 -0.316
H 6.1354 0.3516 0.9558 0.236
C 5.8088 -1.7857 -0.0394 -0.404
H 6.7307 -2.0308 0.1042 0.212
C 4.4514 -2.4908 0.0742 -0.033
H 4.2891 -2.8492 -0.9627 0.180
H 4.6446 -3.2093 0.5796 0.145
O 3.4469 -1.6610 0.3334 -0.533
H 5.9288 -1.0271 -0.9620 0.194
H 5.6973 -1.1685 2.0366 0.108
H 3.4762 -0.1992 1.8578 0.163
C 1.3411 0.3683 -0.0493 -0.272
H 1.6031 -0.6301 0.4200 0.256
C 0.3392 1.1614 0.8707 -0.220
H -0.5817 0.6617 0.9250 0.238
H 0.7165 1.6752 1.5970 0.193
H 0.8825 -0.3564 -0.7951 0.229
H 2.9222 2.5424 -1.4803 0.249
H 1.5495 1.5205 -2.2970 0.179
H 0.8440 3.6025 -1.3883 0.231
H 1.6104 3.4699 0.0494 0.198
S -1.1547 4.4602 -0.5019 -0.414
H -3.0046 2.6700 0.3853 0.375
H -1.0903 0.4669 -1.7737 0.231
H -1.9043 -1.6125 -2.4233 0.202
H -5.0728 -4.5486 -0.9746 0.205
H -4.6750 -3.6816 0.4531 0.175
```

Results
- LUMO level: 0.0150 hartree
- Energy above the lowest of the compared OMol25 structures with the same formula, charge and spin: 23.6754 eV
- Highest occupied orbital energy: -7.3404 eV

Molecular formula: C4H6O2
Method: DFT, the ωB97M-V functional and the def2-TZVPD basis

```
12
Properties=species:S:1:pos:R:3:nbo_charge:R:1
C 1.0422 0.9268 -0.6781 -0.636
C 0.6140 -0.2063 0.2261 0.075
O -0.1823 0.3917 1.3045 -0.511
C -1.3013 -0.3228 0.8588 0.320
C -0.6031 -1.0580 -0.1719 -0.018
O -1.6011 -0.0900 -0.5112 -0.493
H 1.4624 0.5960 -1.6316 0.213
H 0.1658 1.5531 -0.8605 0.238
H 1.7787 1.5325 -0.1417 0.219
H 1.4451 -0.8048 0.6185 0.190
H -2.1598 -0.4319 1.5083 0.195
H -0.6606 -2.0864 -0.5213 0.208
```

Results
- LUMO level: 0.0399 hartree
- Energy above the lowest of the compared OMol25 structures with the same formula, charge and spin: 2.8458 eV
- Highest occupied orbital energy: -9.9291 eV

Molecular formula: C3H3F2NO
Method: DFT, the ωB97M-V functional and the def2-TZVPD basis

```
10
Properties=species:S:1:pos:R:3:nbo_charge:R:1
C 0.8514 -0.9655 -0.0873 -0.002
C 0.8947 0.6045 0.0387 -0.114
C -1.3514 0.1859 -0.0621 1.038
N -0.2102 -1.6202 -0.0841 -0.397
O -0.3934 1.0338 -0.4957 -0.490
F -2.4081 -0.0051 -0.8371 -0.290
F -1.7281 0.2348 1.2248 -0.317
H 1.7641 -1.4064 -0.1392 0.172
H 1.0146 0.9458 1.0376 0.202
H 1.5664 0.9925 -0.5955 0.197
```

Results
- LUMO level: 0.0311 hartree
- Energy above the lowest of the compared OMol25 structures with the same formula, charge and spin: 2.3458 eV
- Highest occupied orbital energy: -9.4143 eV

Molecular formula: C15H20CrN5O7
Method: DFT, the ωB97M-V functional and the def2-TZVPD basis

```
48
Properties=species:S:1:pos:R:3:nbo_charge:R:1
Cr -0.7462 -0.0554 0.0497 1.173
O -5.7643 -2.7205 -1.3542 -0.638
C -5.8017 -1.4411 -1.7176 0.774
O -6.7464 -0.9405 -2.2487 -0.516
C -4.5846 -0.6013 -1.4531 -0.208
C -4.5118 0.7272 -1.8317 0.066
N -3.3028 1.1907 -1.4656 -0.285
N -2.5787 0.2415 -0.8624 -0.275
C -3.3476 -0.8437 -0.8506 0.038
C -2.7219 -2.0032 -0.1769 0.776
O -3.1969 -3.0975 -0.0948 -0.502
O -1.5033 -1.6784 0.3253 -0.648
H -4.9327 -2.9703 -0.9124 0.505
H -5.2460 1.3400 -2.3291 0.281
H -2.9435 2.1254 -1.5787 0.435
O 1.0536 -0.5049 0.9574 -0.725
C 1.1359 -1.5486 1.9987 -0.065
C 0.5966 -1.0577 3.3197 -0.433
C -0.8808 -0.6306 3.2878 -0.472
C -1.1289 0.8067 2.9034 0.269
C -1.3019 1.7521 3.9065 -0.225
C -1.5525 3.0746 3.5952 -0.090
C -1.6429 3.4443 2.2609 -0.223
C -1.4696 2.4703 1.3072 0.065
N -1.2092 1.1809 1.6030 -0.486
H 1.5594 0.2612 1.2633 0.515
H 2.1816 -1.8455 2.0611 0.219
H 0.5507 -2.3756 1.6032 0.214
H 1.2231 -0.2516 3.7134 0.222
H 0.7059 -1.8878 4.0210 0.263
H -1.2931 -0.7522 4.2887 0.259
H -1.4491 -1.3035 2.6482 0.245
H -1.2486 1.4314 4.9378 0.250
H -1.6846 3.8057 4.3815 0.256
H -1.8420 4.4629 1.9628 0.255
H -1.5060 2.7186 0.2562 0.204
C 1.5162 1.9475 -4.1930 -0.279
O 0.9427 2.1469 -2.8648 -0.420
C 0.5325 1.1460 -2.1670 0.938
O 0.0488 1.3618 -1.0257 -0.631
N 0.5866 -0.1203 -2.6142 -0.454
N 0.1627 -1.0823 -1.6787 -0.583
H 1.7061 2.9468 -4.5651 0.255
H 0.7936 1.4409 -4.8307 0.207
H 2.4527 1.4000 -4.1008 0.210
H 1.0760 -0.3972 -3.4531 0.436
H 0.9642 -1.6155 -1.3432 0.412
H -0.4895 -1.7237 -2.1234 0.416
```

Results
- Net charge: +2
- Multiplicity: 2
- LUMO level (alpha / beta): -0.2878 / -0.2681 hartree
- Energy above the lowest of the compared OMol25 structures with the same formula, charge and spin: 0.0000 eV
- Highest occupied orbital energy (alpha / beta): -15.4674 / -15.4667 eV

Molecular formula: C3H10NO3
Method: DFT, the ωB97M-V functional and the def2-TZVPD basis

```
17
Properties=species:S:1:pos:R:3:nbo_charge:R:1
C 0.2832 0.4248 1.2499 -0.038
O -1.0221 0.9056 1.3506 -0.796
C 0.8439 0.4715 -0.1776 -0.225
C 0.1935 -0.5675 -1.1160 -0.056
O -1.0320 -0.1962 -1.6716 -0.793
N 2.4194 -0.2249 -0.0547 -0.872
H 0.9148 0.9820 1.9338 0.143
H 0.2993 -0.6368 1.5735 0.157
H 0.6054 1.4695 -0.5720 0.213
H 0.1235 -1.5411 -0.5795 0.164
H 0.9087 -0.7069 -1.9258 0.149
H -1.7373 -0.3691 -0.9620 0.498
H 1.9928 0.5450 -0.8002 0.393
H 2.8720 0.3021 0.6944 0.320
H -3.4220 -0.3444 -0.0287 0.429
H -1.6759 0.2356 0.9341 0.513
O -2.5673 -0.7493 0.1518 -1.199
```

Results
- Net charge: -1
- LUMO level: 0.1508 hartree
- Energy above the lowest of the compared OMol25 structures with the same formula, charge and spin: 2.4468 eV
- Highest occupied orbital energy: -4.5615 eV

Molecular formula: C2H3BCl2O2
Method: DFT, the ωB97M-V functional and the def2-TZVPD basis

```
10
Properties=species:S:1:pos:R:3:nbo_charge:R:1
B -1.2881 -0.1807 -0.0948 1.210
C 0.6858 0.8839 0.0270 -0.440
C 1.8116 0.2608 0.1201 -0.202
O -1.1580 -1.4750 0.0958 -0.926
O -2.3983 0.5743 -0.1487 -0.924
Cl 3.3739 0.9584 0.0700 0.027
Cl 1.8438 -1.4359 -0.0696 -0.005
H 0.6518 1.9681 0.1682 0.215
H -0.3063 -1.8389 0.3439 0.526
H -3.2163 0.2850 -0.5118 0.518
```

Results
- LUMO level: 0.0097 hartree
- Energy above the lowest of the compared OMol25 structures with the same formula, charge and spin: 1.6483 eV
- Highest occupied orbital energy: -9.4229 eV

Molecular formula: C2H9N4
Method: DFT, the ωB97M-V functional and the def2-TZVPD basis

```
15
Properties=species:S:1:pos:R:3:nbo_charge:R:1
C 1.3946 -0.3676 -0.2986 -0.267
C 0.6532 0.7886 0.2015 -0.126
N 2.8346 -0.3804 -0.0357 -0.682
N -2.9629 -0.3170 -0.0298 -0.498
N -0.6195 0.9587 0.3305 -0.377
N -1.6538 -0.4937 -0.0307 -0.177
H 0.8853 -1.3607 0.2460 0.257
H 1.3458 -0.6220 -1.4221 0.238
H 1.1152 1.7696 0.3772 0.247
H 3.3109 0.4139 0.3657 0.391
H -3.5926 -0.3795 0.7828 0.396
H -3.5352 -0.2085 -0.8419 0.409
H -1.0849 1.8672 0.5404 0.435
H 3.3672 -0.5451 -0.9024 0.386
H -1.4580 -1.1234 0.7171 0.368
```

Results
- Net charge: +1
- Multiplicity: 3
- LUMO level (alpha / beta): -0.1516 / -0.3009 hartree
- Energy above the lowest of the compared OMol25 structures with the same formula, charge and spin: 3.7239 eV
- Highest occupied orbital energy (alpha / beta): -10.2989 / -12.7694 eV

Molecular weight / g/mol: 757.187 103.141 379.482 86.090 107.059 434.349 108.117 140.762 89.122
Strongest force on any atom / eV/A: 18.969 0.658 19.118 0.445 4.100 0.429 4.213 4.675 4.965
Energy / a.u.: -2432.2947 -347.6422 -1563.5259 -306.4017 -445.7413 -2428.0570 -400.6975 -1173.7372 -300.0928